Record 1
Below is a molecular structure, C16H36BBeCsN3O7S2 at a distorted geometry, with properties calculated with ωB97M-V/def2-TZVPD.

Geometry (Å):
Cs: 0.783 -1.248 4.901
S: -0.056 4.110 -1.638
S: 1.640 3.044 -1.129
O: -2.195 6.938 -1.349
O: 2.020 0.384 -1.093
O: 1.448 -5.192 0.299
O: 3.812 -7.443 1.515
O: -2.726 -0.044 -0.049
O: -2.568 5.446 -2.879
O: -1.637 7.333 -3.396
N: -1.400 1.297 -4.283
N: 1.155 1.076 -3.245
N: -2.132 6.605 -2.542
C: 0.348 -2.359 1.399
C: 1.941 0.511 3.302
C: 2.438 2.290 1.437
C: -1.455 -0.018 -0.710
C: -1.045 -1.380 -1.213
C: -1.128 -2.644 1.074
C: 1.867 1.952 2.822
C: 1.315 2.852 0.619
C: -3.454 2.838 -4.609
C: 0.565 -0.173 2.808
C: -2.342 1.953 -4.360
C: 0.580 -1.806 2.787
C: 3.585 -6.271 1.517
C: -2.816 0.727 1.133
C: 1.740 -6.354 0.418
C: -1.420 -2.617 -0.425
B: 1.573 1.322 -1.925
Be: -3.478 1.390 -1.561
H: 3.135 -5.752 2.393
H: -0.282 3.451 -2.770
H: 2.374 2.578 3.536
H: 2.905 1.438 0.973
H: 0.828 2.240 2.853
H: 0.172 1.309 -3.438
H: 1.534 -2.163 3.208
H: 0.804 -1.739 0.647
H: -1.464 -1.459 -2.204
H: 1.169 -7.017 1.100
H: -1.328 -3.658 1.383
H: 1.724 1.509 -3.959
H: -2.432 -2.909 -0.642
H: -1.803 -2.031 1.653
H: -0.678 0.442 -0.121
H: 1.995 0.523 4.391
H: -3.230 3.830 -4.209
H: -0.229 -2.213 3.402
H: 2.074 -6.947 -0.455
H: 1.014 3.831 0.950
H: 3.223 3.015 1.564
H: 0.467 0.125 1.784
H: 0.448 2.219 0.718
H: -2.448 1.735 1.002
H: -2.287 0.239 1.940
H: -4.357 2.453 -4.140
H: -3.610 2.930 -5.682
H: -3.855 0.773 1.403
H: -1.554 0.614 -1.592
H: 4.080 -5.563 0.821
H: -0.268 0.250 3.381
H: -0.801 -3.405 -0.832
H: 0.858 -3.306 1.377
H: 2.747 -0.037 2.848
H: 2.094 -0.433 -1.596
H: 0.022 -1.391 -1.316

E_HOMO ... -8.86 eV
Multiplicity ... 1
DFT total energy ... -2177.5509 Eh
E_LUMO ... -3.73 eV
Total charge ... +1
Orbital gap ... 0.188 Ha
Strongest force on any atom ... 15.8 eV/A

=====

Record 2
Below is 2 unconnected molecules or ions with the total composition C17H37IN3O at a distorted geometry, with properties calculated with ωB97M-V/def2-TZVPD.

Geometry (Å):
I: -2.511 2.288 -4.548
O: 3.894 -3.076 2.565
N: -2.793 3.092 -0.328
N: -2.959 2.291 -2.544
N: -1.415 4.135 -1.940
C: -2.125 -4.101 -0.535
C: 1.163 4.010 -1.607
C: 0.458 1.692 -0.434
C: -0.096 3.764 -2.513
C: -1.131 -3.596 0.582
C: 1.402 2.960 -0.434
C: 1.148 0.604 0.539
C: 5.291 -1.328 1.650
C: -3.866 -4.151 1.499
C: -2.208 4.275 0.376
C: -3.615 -4.378 -0.044
C: 4.644 -1.910 2.892
C: 1.468 -0.771 -0.184
C: -2.375 3.127 -1.719
C: 0.178 -3.053 -0.169
C: 1.009 -2.010 0.707
C: -1.511 5.067 -0.807
H: 0.328 1.198 -1.429
H: -0.205 -2.480 -1.065
H: 5.400 -2.175 3.637
H: 5.962 -2.057 1.187
H: -4.835 -4.677 1.749
H: -2.622 2.208 0.151
H: -3.078 -4.585 2.168
H: 5.863 -0.430 1.891
H: 1.392 3.480 0.570
H: -1.394 4.085 1.122
H: 1.894 -2.537 1.196
H: 0.790 -3.926 -0.514
H: -2.356 5.755 -1.134
H: -0.495 1.981 0.079
H: -0.707 5.804 -0.592
H: -3.094 4.801 0.830
H: 2.458 2.567 -0.537
H: -1.532 -2.751 1.204
H: 2.589 -0.861 -0.276
H: 1.040 -0.781 -1.219
H: -4.035 -3.064 1.718
H: -2.129 -3.344 -1.370
H: 0.445 0.412 1.401
H: 1.235 5.035 -1.159
H: -1.746 -5.058 -1.000
H: 4.503 -3.715 2.180
H: -3.657 1.626 -2.204
H: 3.959 -1.188 3.339
H: -3.903 -5.419 -0.337
H: -4.281 -3.665 -0.617
H: 2.073 1.058 0.985
H: -0.088 2.703 -2.898
H: 0.046 4.398 -3.442
H: 2.058 3.925 -2.294
H: -0.795 -4.466 1.212
H: 4.533 -1.075 0.906
H: 0.331 -1.712 1.558

E_HOMO ... -12.00 eV
Multiplicity ... 1
DFT total energy ... -1206.7825 Eh
E_LUMO ... -4.50 eV
Total charge ... +1
Orbital gap ... 0.276 Ha
Strongest force on any atom ... 4.0 eV/A

=====

Record 3
Below is a molecular structure, C24H43ClP2Y at a distorted geometry, with properties calculated with ωB97M-V/def2-TZVPD.

Geometry (Å):
Y: -0.693 1.800 0.490
Cl: -1.697 0.102 2.463
P: -3.381 2.734 -1.433
P: -5.634 0.823 -1.810
C: -7.042 0.060 -0.932
C: 0.603 0.596 -2.751
C: 1.445 1.788 -0.599
C: 1.702 1.361 0.753
C: 1.728 3.136 -1.156
C: 1.196 0.028 0.919
C: -2.542 0.096 -0.997
C: -3.432 -2.268 -1.280
C: 0.413 -1.808 -0.681
C: 0.781 0.700 -1.276
C: 0.621 -0.385 -0.329
C: -3.593 3.776 -2.927
C: -3.110 3.906 -0.058
C: -3.718 -0.904 -0.770
C: -1.213 1.809 2.791
C: 1.607 -0.908 1.990
C: -6.317 1.042 -3.482
C: -2.816 1.024 -2.231
C: 2.393 2.095 1.836
C: -5.116 2.266 -0.900
C: -3.750 0.520 -3.296
C: -2.140 -1.487 -3.285
C: -2.340 -2.379 -2.079
C: -3.445 -0.857 -3.839
H: -4.596 -0.480 -1.368
H: -1.424 -0.684 -3.052
H: 0.859 -1.688 2.192
H: -4.047 4.492 0.022
H: -2.966 3.365 0.901
H: 3.135 1.440 2.326
H: -1.854 1.341 -2.708
H: -4.294 -1.542 -3.703
H: -4.004 -0.895 0.310
H: -3.852 1.279 -4.110
H: -7.975 0.280 -1.466
H: -1.599 -0.424 -1.109
H: -3.422 3.232 -3.866
H: -1.614 -3.211 -1.984
H: 1.788 -0.391 2.941
H: 2.804 3.373 -1.098
H: 0.099 -2.404 0.189
H: -7.414 1.190 -3.422
H: -4.591 4.233 -2.957
H: -2.852 4.583 -2.876
H: -0.338 1.828 3.457
H: -2.279 4.583 -0.294
H: 1.683 2.384 2.626
H: 1.330 -2.253 -1.106
H: -0.313 1.101 -3.080
H: -2.096 2.409 3.096
H: -0.379 -1.931 -1.425
H: 2.544 -1.420 1.707
H: -4.032 -3.127 -0.934
H: 1.394 3.201 -2.205
H: -7.133 0.399 0.106
H: -5.147 2.087 0.199
H: -2.487 0.652 -0.024
H: -6.124 0.088 -3.992
H: -6.894 -1.027 -0.939
H: -3.369 -0.786 -4.938
H: -1.623 -2.044 -4.087
H: 0.535 -0.447 -3.096
H: 1.176 3.921 -0.611
H: -5.830 3.095 -1.051
H: 2.877 3.006 1.460
H: -5.845 1.868 -4.048
H: 1.417 1.095 -3.300

E_HOMO (alpha / beta) ... -8.41 / -8.65 eV
Multiplicity ... 1
Relative energy (zero: lowest compared OMol25 entry of this formula, charge and spin) ... 187.1 kcal/mol
DFT total energy ... -2120.9880 Eh
E_LUMO (alpha / beta) ... -3.22 / -2.74 eV
Total charge ... +1
Orbital gap (alpha / beta) ... 0.191 / 0.217 Ha
Strongest force on any atom ... 2.7 eV/A